This record from OMol25 describes a molecular structure, C5H8O2. The level of theory is ωB97M-V with the def2-TZVPD basis set.

Calculated values
E_LUMO (spin up / spin down)   0.60 / 0.60 eV
Spin multiplicity   1
Net charge   0
Energy   -345.58181 hartree

```
15
C5H8O2 ωB97M-V with the def2-TZVPD basis set
C 1.927 -0.091 0.747
C 0.565 0.435 0.494
C -0.528 -0.708 -1.149
C -0.796 -0.108 0.201
O -1.527 -0.723 1.206
C -0.999 1.344 -0.329
O 0.296 1.666 0.153
H 2.693 0.522 0.264
H 1.972 -1.104 0.337
H 2.168 -0.169 1.815
H -1.443 -0.905 -1.719
H 0.173 -1.546 -1.215
H -2.160 -1.306 0.772
H -0.571 0.623 -1.493
H -1.770 2.070 -0.084
```